No. 1
Here is a structure of composition C27H37ClGaN4O from OMol25. Energies are from the ωB97M-V functional and the def2-TZVPD basis.

Each line ends with the Mulliken charge.
Atoms and positions in Å:
C: 0.502 1.595 -3.176  -1.971
C: -0.447 0.431 -3.461  1.675
C: -1.791 0.958 -4.004  -1.514
C: -0.599 -0.435 -2.202  -1.053
C: -1.661 -1.549 -2.268  -0.488
Ga: -0.984 -3.416 -2.575  0.361
Cl: 1.055 -3.658 -1.533  -0.637
C: -0.748 -3.726 -4.571  -0.905
C: 0.597 -3.279 -5.106  -0.281
O: 0.562 -2.756 -6.459  -0.566
H: 0.076 2.230 -2.391  0.326
H: 1.461 1.234 -2.801  0.413
H: 0.683 2.208 -4.060  0.453
H: 0.023 -0.193 -4.229  -0.111
H: -2.601 0.793 -3.291  0.281
H: -1.734 2.030 -4.213  0.472
H: -2.081 0.466 -4.935  0.262
H: -0.776 0.232 -1.346  0.260
H: 0.385 -0.881 -2.015  0.395
H: -2.378 -1.358 -3.075  0.351
H: -2.225 -1.567 -1.334  0.114
H: -1.952 -4.515 -1.905  -0.406
H: -1.527 -3.098 -5.025  0.319
H: -0.936 -4.769 -4.847  0.428
H: 1.035 -2.471 -4.514  0.175
H: 1.306 -4.114 -5.085  0.287
H: -0.096 -3.290 -6.925  0.310
N: 2.369 -1.297 1.836  -0.509
C: 1.996 -2.569 1.700  0.158
C: 1.864 -3.432 2.785  -0.276
C: 2.106 -2.956 4.062  -0.385
C: 2.474 -1.627 4.212  -0.226
C: 2.600 -0.852 3.069  -0.332
H: 1.725 -2.919 0.709  0.088
H: 1.546 -4.452 2.615  0.408
H: 1.986 -3.596 4.928  0.390
H: 2.634 -1.190 5.187  0.348
H: 2.876 0.195 3.151  0.391
N: 0.113 -0.205 6.014  -0.234
C: -0.492 0.240 4.916  -0.036
C: -1.529 1.163 4.936  -0.777
C: -1.957 1.648 6.160  -0.273
C: -1.333 1.192 7.313  -0.414
C: -0.307 0.267 7.185  -0.354
H: -0.134 -0.167 3.976  0.529
H: -1.986 1.482 4.010  0.424
H: -2.763 2.369 6.217  0.388
H: -1.634 1.541 8.291  0.368
H: 0.202 -0.113 8.065  0.364
N: -2.190 -1.331 1.360  -0.216
C: -3.370 -0.881 1.769  -0.225
C: -3.832 -1.020 3.072  -0.682
C: -3.021 -1.667 3.993  -0.263
C: -1.791 -2.147 3.574  -0.426
C: -1.422 -1.953 2.249  -0.253
H: -3.977 -0.386 1.017  0.400
H: -4.803 -0.633 3.352  0.388
H: -3.344 -1.795 5.020  0.404
H: -1.121 -2.657 4.254  0.420
H: -0.467 -2.309 1.882  0.453
N: 2.628 4.324 -3.183  -0.334
C: 2.318 5.103 -2.152  -0.139
C: 2.494 6.480 -2.153  -0.494
C: 3.023 7.077 -3.287  -0.152
C: 3.349 6.274 -4.368  -0.451
C: 3.132 4.907 -4.265  -0.153
H: 1.906 4.599 -1.284  0.347
H: 2.222 7.065 -1.285  0.343
H: 3.176 8.148 -3.327  0.354
H: 3.763 6.694 -5.275  0.343
H: 3.370 4.248 -5.093  0.346

E_LUMO, eV: 2.27
Spin multiplicity: 1
Gap between HOMO and LUMO, Ha: 0.253
Total charge: -1

---

No. 2
Here is a structure of composition C27H37CoN4O3Si from OMol25. Energies are from the ωB97M-V functional and the def2-TZVPD basis.

Each line ends with the Mulliken charge.
Atoms and positions in Å:
Co: 0.487 0.146 -1.495  -0.288
C: -5.763 -2.519 -0.265  -1.667
C: -4.342 -2.312 -0.689  0.205
C: -3.426 -3.349 -0.664  -0.602
C: -2.048 -3.180 -0.932  0.312
C: -1.278 -4.364 -0.956  -0.807
N: 0.010 -4.575 -0.670  -0.023
C: 0.829 -3.744 0.177  -0.568
C: 0.095 -3.425 1.490  -0.230
C: 1.002 -2.707 2.479  -1.051
N: 1.517 -1.519 1.860  0.443
C: 2.521 -0.777 2.278  -0.238
C: 3.031 0.300 1.532  0.410
C: 3.867 1.249 2.151  -0.920
C: 4.326 2.375 1.493  0.633
C: 5.145 3.408 2.201  -1.737
C: 3.971 2.555 0.161  -0.828
C: 3.111 1.667 -0.496  0.442
C: 2.694 1.921 -1.835  0.065
N: 1.657 1.394 -2.395  0.247
C: 1.412 1.658 -3.799  -0.727
C: 0.017 2.257 -4.069  -0.954
C: -0.909 2.183 -2.853  -0.819
N: -1.024 0.843 -2.314  0.669
C: -2.208 0.393 -2.067  -0.211
C: -2.562 -0.853 -1.477  0.206
C: -3.908 -1.081 -1.153  -0.493
C: -1.567 -1.853 -1.247  1.441
O: -0.317 -1.603 -1.382  -1.156
C: 2.641 0.492 0.159  0.933
O: 1.959 -0.405 -0.463  -0.976
H: -5.885 -3.489 0.211  0.368
H: -6.071 -1.740 0.432  0.375
H: -6.426 -2.466 -1.129  0.362
H: -3.762 -4.332 -0.364  0.458
H: -1.822 -5.263 -1.218  0.513
H: 0.348 -5.513 -0.823  0.361
H: 1.751 -4.288 0.394  0.520
H: 1.076 -2.818 -0.351  0.062
H: -0.765 -2.790 1.281  0.111
H: -0.265 -4.352 1.940  0.418
H: 0.427 -2.460 3.380  0.419
H: 1.837 -3.352 2.775  0.489
H: 1.072 -1.201 0.999  -0.347
H: 2.943 -0.999 3.250  0.524
H: 4.119 1.100 3.190  0.383
H: 5.335 3.118 3.230  0.371
H: 6.099 3.558 1.702  0.388
H: 4.617 4.360 2.205  0.354
H: 4.338 3.415 -0.381  0.494
H: 3.303 2.623 -2.409  0.324
H: 2.178 2.333 -4.195  0.381
H: 1.499 0.701 -4.323  0.334
H: 0.106 3.310 -4.342  0.397
H: -0.442 1.737 -4.910  0.297
H: -0.510 2.819 -2.055  0.138
H: -1.895 2.571 -3.134  0.603
H: -3.057 1.016 -2.349  0.316
H: -4.613 -0.271 -1.265  0.468
C: 0.331 2.782 2.260  -1.123
Si: -0.955 1.761 1.261  0.505
C: -2.300 2.902 0.520  -1.241
C: -1.742 0.535 2.512  -1.034
O: -0.159 0.911 0.195  -0.527
H: -0.161 3.372 3.024  0.495
H: 0.891 3.447 1.611  0.236
H: 1.040 2.115 2.740  0.191
H: -2.797 3.497 1.279  0.464
H: -3.065 2.320 0.011  0.261
H: -1.881 3.592 -0.208  0.316
H: -2.347 1.060 3.241  0.486
H: -0.962 0.000 3.044  0.156
H: -2.368 -0.193 2.007  0.223

E_LUMO (spin up / spin down), eV: -3.62 / -3.63
Spin multiplicity: 2
Gap between HOMO and LUMO (spin up / spin down), Ha: 0.237 / 0.230
⟨S²⟩: 0.758
Total charge: +1

---

No. 3
Here is a structure of composition C27H38Cl2N4S4Sr from OMol25. Energies are from the ωB97M-V functional and the def2-TZVPD basis.

Each line ends with the Mulliken charge.
Atoms and positions in Å:
Sr: -0.942 0.335 1.166  1.019
C: -1.087 4.499 1.458  -0.425
C: -1.309 4.499 -0.050  -0.819
S: -0.320 3.303 -0.990  0.439
C: 1.349 3.986 -0.721  -1.168
C: 2.332 2.893 -0.315  -0.795
S: 1.735 2.010 1.135  0.268
C: 2.753 2.546 2.545  -0.689
C: 2.145 2.010 3.874  -1.091
S: 0.851 0.720 3.738  0.131
C: -0.685 1.567 4.272  -0.808
C: -0.960 3.000 3.823  -0.531
S: -1.853 3.056 2.251  0.050
H: -1.520 5.400 1.895  0.506
H: -0.022 4.465 1.693  0.045
H: -1.107 5.496 -0.443  0.513
H: -2.344 4.256 -0.297  0.220
H: 1.294 4.750 0.054  0.349
H: 1.678 4.470 -1.642  0.509
H: 3.333 3.295 -0.151  0.478
H: 2.404 2.129 -1.090  0.315
H: 2.786 3.636 2.573  0.310
H: 3.768 2.176 2.417  0.488
H: 1.725 2.833 4.449  0.399
H: 2.936 1.567 4.476  0.464
H: -0.706 1.516 5.360  0.524
H: -1.427 0.851 3.903  0.309
H: -0.043 3.583 3.727  0.228
H: -1.580 3.454 4.596  0.487
Cl: -0.479 -6.166 -0.406  -0.203
C: -0.865 -4.788 0.600  0.347
C: -0.002 -4.400 1.618  -0.404
C: -0.306 -3.305 2.406  -0.612
C: -1.499 -2.557 2.238  1.074
C: -1.808 -1.394 3.028  -2.188
C: -2.333 -2.978 1.172  0.013
C: -2.033 -4.072 0.379  -0.735
H: 0.908 -4.961 1.793  0.432
H: 0.380 -3.026 3.197  0.403
H: -1.416 -1.414 4.044  0.435
H: -2.874 -1.147 3.018  0.311
H: -3.255 -2.438 0.986  0.262
H: -2.708 -4.373 -0.413  0.375
Cl: -4.316 2.665 -0.723  -0.205
C: -3.255 2.122 -2.012  0.509
C: -3.097 2.965 -3.099  -0.390
C: -2.255 2.611 -4.141  -0.480
C: -1.581 1.396 -4.062  -0.802
C: -1.756 0.561 -2.977  -0.156
C: -2.610 0.870 -1.892  1.209
C: -2.760 0.001 -0.759  -2.840
H: -3.644 3.899 -3.117  0.412
H: -2.127 3.267 -4.991  0.381
H: -0.915 1.093 -4.861  0.379
H: -1.228 -0.388 -2.954  0.276
H: -2.520 -1.041 -0.990  0.337
H: -3.729 0.080 -0.266  0.619
C: 3.540 -3.566 -3.499  -1.490
C: 2.457 -4.237 -2.660  0.642
C: 2.880 -4.372 -1.201  -1.246
C: 1.101 -3.536 -2.782  -1.079
N: 1.028 -2.298 -2.012  1.008
C: 0.383 -2.075 -0.871  -1.214
N: 0.658 -0.853 -0.478  0.528
N: 1.490 -0.337 -1.409  -0.198
N: 1.716 -1.193 -2.332  -0.777
H: 4.464 -4.143 -3.449  0.413
H: 3.750 -2.558 -3.139  0.304
H: 3.244 -3.492 -4.547  0.381
H: 2.283 -5.240 -3.062  0.321
H: 3.109 -3.395 -0.769  0.238
H: 3.780 -4.982 -1.124  0.479
H: 2.100 -4.841 -0.598  0.165
H: 0.310 -4.174 -2.384  0.342
H: 0.866 -3.298 -3.819  0.401
H: -0.257 -2.793 -0.383  0.302

E_LUMO, eV: 0.00
Spin multiplicity: 1
Gap between HOMO and LUMO, Ha: 0.220

---

Number 1: maximum force 0.6 eV/Å. Number 2: maximum force 1.8 eV/Å. Number 3: maximum force 0.5 eV/Å.